Record 1
Molecular formula: C36H33AsIrN7OS
Method: DFT, ωB97M-V/def2-TZVPD

energy relative to the best compared isomer or geometry (same formula, charge and spin)	201.9	kJ/mol
Kohn-Sham gap (alpha / beta)	6.17 / 6.17	eV
E_HOMO (alpha / beta)	-7.06 / -7.06	eV

Positions of all 80 atoms, in Å:
Ir (0.0050, 0.4585, 1.0700)
C (-1.5310, 5.9231, 0.6021)
C (-0.2100, 5.5187, 0.4682)
C (0.1952, 4.2863, 0.9613)
C (-0.7258, 3.4705, 1.5981)
C (-2.0419, 3.8795, 1.7692)
C (-2.4415, 5.1065, 1.2592)
N (-0.3073, 2.2137, 2.1458)
N (-0.4691, 2.1504, 3.3826)
C (-0.2244, 0.8898, 3.8996)
C (-0.1352, 0.7333, 5.2825)
C (0.0898, -0.5291, 5.7874)
C (0.2019, -1.6029, 4.9001)
C (0.0953, -1.4264, 3.5285)
C (-0.1251, -0.1592, 2.9755)
H (-1.8467, 6.8825, 0.2132)
H (0.5123, 6.1678, -0.0098)
H (1.2324, 3.9809, 0.9160)
H (-2.7309, 3.2255, 2.2870)
H (-3.4667, 5.4323, 1.3877)
H (-0.2237, 1.6025, 5.9224)
H (0.1864, -0.6881, 6.8532)
H (0.3811, -2.5984, 5.2917)
H (0.2124, -2.2901, 2.8870)
N (1.1860, -4.5369, -8.0067)
C (1.0241, -3.9785, -7.0151)
C (0.8170, -3.2794, -5.7739)
C (-0.4780, -3.0225, -5.3316)
C (-0.6737, -2.3510, -4.1370)
C (0.4116, -1.9237, -3.3780)
C (1.7033, -2.1797, -3.8324)
C (1.9106, -2.8579, -5.0207)
C (0.2224, -1.1888, -2.0927)
C (-0.3744, -1.8911, -1.0419)
C (-1.0012, -3.1628, -1.1230)
C (-1.6460, -3.3646, 0.0776)
C (-1.3607, -2.2352, 0.8713)
N (-0.5818, -1.3700, 0.2261)
C (0.6464, 0.1324, -2.0693)
C (1.2026, 0.8470, -3.1759)
C (1.5684, 2.0792, -2.7083)
C (1.2216, 2.0909, -1.3334)
N (0.6406, 0.9694, -0.9515)
H (-1.3221, -3.3477, -5.9244)
H (-1.6810, -2.1438, -3.7983)
H (2.5475, -1.8523, -3.2390)
H (2.9138, -3.0607, -5.3693)
H (-0.9837, -3.8256, -1.9729)
H (-2.2425, -4.2140, 0.3726)
H (-1.6890, -2.0324, 1.8774)
H (1.3187, 0.4662, -4.1778)
H (2.0402, 2.8823, -3.2525)
H (1.4151, 2.8748, -0.6263)
C (5.3593, -2.2759, 3.8246)
C (4.3097, -1.9048, 2.8192)
C (3.6979, -2.8621, 2.0130)
C (2.6869, -2.4123, 1.1752)
N (2.3363, -1.1382, 1.1384)
C (2.9793, -0.2901, 1.9308)
S (2.3420, 1.3363, 1.8140)
N (3.9624, -0.6148, 2.7712)
H (5.8354, -3.2249, 3.5791)
H (4.8960, -2.3691, 4.8092)
H (6.1084, -1.4887, 3.8884)
H (3.9954, -3.9017, 2.0432)
H (2.1330, -3.0874, 0.5255)
C (-2.0662, 2.2514, -1.9410)
As (-2.9545, 1.1361, -0.6537)
C (-3.3889, -0.4915, -1.5757)
C (-4.6246, 1.9763, -0.2185)
O (-2.1282, 0.8353, 0.7570)
H (-2.8144, 2.7166, -2.5830)
H (-1.3869, 1.6422, -2.5358)
H (-1.4965, 3.0173, -1.4144)
H (-4.0934, -0.2873, -2.3820)
H (-3.8143, -1.2002, -0.8690)
H (-2.4678, -0.9063, -1.9797)
H (-5.2740, 1.9864, -1.0924)
H (-4.4312, 2.9936, 0.1182)
H (-5.0895, 1.4130, 0.5871)

***

Record 2
Molecular formula: C36H33BCaN9P
Method: DFT, ωB97M-V/def2-TZVPD

energy relative to the best compared isomer or geometry (same formula, charge and spin)	101.0	kJ/mol
charge	+1
Kohn-Sham gap (alpha / beta)	9.31 / 6.90	eV
spin multiplicity	2
E_HOMO (alpha / beta)	-11.34 / -11.34	eV
⟨S²⟩	0.7579

Positions of all 81 atoms, in Å:
Ca (0.8393, -0.2081, -0.2680)
C (5.2167, -0.4636, -0.3267)
C (3.9984, -0.8561, -0.8753)
N (3.0029, -0.2212, -0.2769)
N (3.5360, 0.5875, 0.6429)
C (4.8727, 0.4553, 0.6422)
B (2.6759, 1.5573, 1.4947)
N (1.7662, 0.7398, 2.4284)
C (1.7352, 0.6488, 3.7681)
C (0.7453, -0.2483, 4.1155)
C (0.2103, -0.6648, 2.8993)
N (0.8334, -0.0628, 1.8946)
N (1.8061, 2.4057, 0.5289)
C (1.5531, 3.7216, 0.6304)
C (0.9023, 4.1292, -0.5147)
C (0.7900, 2.9661, -1.2750)
N (1.3323, 1.9411, -0.6305)
N (3.5962, 2.5026, 2.2310)
C (4.4491, 3.3859, 1.6470)
C (5.1142, 4.0565, 2.6420)
C (4.5986, 3.5112, 3.8264)
N (3.7001, 2.5897, 3.5620)
H (6.2000, -0.7907, -0.5933)
H (3.8055, -1.5600, -1.6678)
H (5.5092, 0.9968, 1.3133)
H (2.3963, 1.2287, 4.3811)
H (0.4611, -0.5500, 5.1014)
H (-0.5929, -1.3600, 2.7250)
H (1.8477, 4.2972, 1.4832)
H (0.5612, 5.1147, -0.7559)
H (0.3590, 2.8407, -2.2534)
H (4.5213, 3.4735, 0.5807)
H (5.8574, 4.8211, 2.5392)
H (4.8359, 3.7443, 4.8445)
N (0.4055, -0.3194, -2.5808)
C (-0.8694, 0.0204, -3.1525)
C (-0.9663, 0.2762, -4.5168)
C (-2.1810, 0.6097, -5.0885)
C (-3.3105, 0.7196, -4.2919)
C (-3.2201, 0.4874, -2.9319)
C (-2.0109, 0.1046, -2.3496)
P (-1.8602, -0.2530, -0.5561)
C (-2.7821, -1.8259, -0.3476)
C (-2.1787, -2.7756, 0.4753)
C (-2.7743, -4.0030, 0.7036)
C (-4.0001, -4.2877, 0.1261)
C (-4.6184, -3.3466, -0.6819)
C (-4.0117, -2.1261, -0.9294)
C (-2.9478, 1.0513, 0.1196)
C (-2.3832, 2.3251, 0.2020)
C (-3.1101, 3.3840, 0.7132)
C (-4.4114, 3.1767, 1.1451)
C (-4.9769, 1.9135, 1.0746)
C (-4.2439, 0.8457, 0.5804)
H (1.0876, 0.3916, -2.8476)
H (0.7375, -1.1929, -2.9905)
H (-0.0743, 0.2139, -5.1296)
H (-2.2418, 0.7884, -6.1504)
H (-4.2550, 1.0003, -4.7317)
H (-4.0954, 0.6252, -2.3146)
H (-1.2242, -2.5504, 0.9330)
H (-2.2811, -4.7351, 1.3272)
H (-4.4739, -5.2399, 0.3039)
H (-5.5780, -3.5631, -1.1271)
H (-4.4995, -1.4129, -1.5758)
H (-1.3669, 2.4779, -0.1422)
H (-2.6647, 4.3676, 0.7784)
H (-4.9765, 4.0004, 1.5521)
H (-5.9951, 1.7567, 1.3993)
H (-4.6807, -0.1430, 0.5609)
C (0.9058, -5.4691, -0.2799)
C (1.5523, -4.7092, 0.6767)
C (1.5684, -3.3189, 0.5701)
C (0.9231, -2.7407, -0.4910)
C (0.2694, -3.4705, -1.4508)
C (0.2705, -4.8602, -1.3445)
H (0.8908, -6.5444, -0.1920)
H (2.0482, -5.1828, 1.5100)
H (2.0789, -2.7319, 1.3224)
H (-0.2752, -3.0140, -2.2673)
H (-0.2338, -5.4492, -2.0955)

***

Record 3
Molecular formula: C36H33N9OS2Sn
Method: DFT, ωB97M-V/def2-TZVPD

energy relative to the best compared isomer or geometry (same formula, charge and spin)	0.0	kJ/mol
charge	+2
Kohn-Sham gap	8.37	eV
E_HOMO	-13.22	eV

Positions of all 82 atoms, in Å:
Sn (0.5521, 1.1280, 1.2449)
N (-2.4124, 3.8159, 3.8043)
C (-1.5932, 3.8554, 4.9036)
C (-0.4756, 3.1547, 4.5598)
N (-0.5963, 2.6884, 3.2773)
C (-1.7670, 3.0999, 2.8522)
C (-2.2250, 2.7855, 1.5122)
N (-1.5569, 1.9875, 0.6897)
C (-2.2543, 1.9813, -0.5035)
C (-3.3569, 2.7587, -0.3822)
N (-3.3211, 3.2626, 0.8975)
H (-3.3298, 4.2267, 3.7567)
H (-1.8740, 4.3753, 5.8027)
H (0.4072, 2.9750, 5.1463)
H (-1.9069, 1.4410, -1.3631)
H (-4.1420, 3.0122, -1.0720)
H (-3.9962, 3.9024, 1.2823)
S (2.4059, -2.1320, 2.4173)
C (1.6923, -2.0807, 0.8168)
N (0.8469, -1.2573, 0.2857)
C (0.4078, -1.7512, -0.9506)
C (-0.5802, -1.1829, -1.7471)
C (-0.9466, -1.8206, -2.9135)
C (-0.3353, -3.0170, -3.3031)
C (0.6374, -3.6029, -2.5187)
C (0.9912, -2.9585, -1.3363)
S (2.1115, -3.4832, -0.1224)
H (-1.0462, -0.2623, -1.4527)
H (-1.7184, -1.3908, -3.5378)
H (-0.6423, -3.5006, -4.2209)
H (1.0930, -4.5411, -2.8052)
C (-2.0389, -0.9467, 2.2500)
N (-0.6709, -0.5298, 2.6017)
C (-0.2264, -0.7717, 3.7718)
C (1.1524, -0.4262, 4.0997)
C (1.6757, 0.2433, 5.1585)
C (3.0525, 0.5186, 4.8735)
C (3.3331, -0.0203, 3.6652)
N (2.1709, -0.5902, 3.1256)
C (-2.3602, -2.3955, 2.5331)
C (-1.4436, -3.4098, 2.2732)
C (-1.7792, -4.7355, 2.4995)
C (-3.0381, -5.0631, 2.9851)
C (-3.9561, -4.0579, 3.2469)
C (-3.6162, -2.7303, 3.0251)
H (-2.1756, -0.7303, 1.1870)
H (-2.7415, -0.3078, 2.7937)
H (-0.8539, -1.2280, 4.5390)
H (1.1243, 0.5574, 6.0313)
H (3.7465, 1.0513, 5.5025)
H (4.2621, -0.1001, 3.1254)
H (-0.4571, -3.1695, 1.8971)
H (-1.0562, -5.5152, 2.2973)
H (-3.2990, -6.0976, 3.1632)
H (-4.9360, -4.3047, 3.6330)
H (-4.3373, -1.9499, 3.2407)
C (3.4416, 1.4213, -4.9433)
N (3.0621, 1.0191, -3.5899)
N (1.8129, 1.3171, -3.0862)
C (1.8543, 1.2487, -1.7182)
O (0.8103, 1.3915, -1.0145)
C (3.1916, 0.9449, -1.3739)
C (3.8980, 0.8387, -2.5490)
C (5.3533, 0.6245, -2.7679)
C (0.6447, 1.2655, -3.9005)
C (-0.3447, 2.2212, -3.7147)
C (-1.4931, 2.1526, -4.4895)
C (-1.6356, 1.1606, -5.4516)
C (-0.6286, 0.2244, -5.6373)
C (0.5128, 0.2642, -4.8510)
H (2.6361, 2.0100, -5.3714)
H (3.6147, 0.5482, -5.5692)
H (4.3402, 2.0327, -4.9042)
H (3.5820, 0.8228, -0.3779)
H (5.8108, 0.2298, -1.8643)
H (5.8463, 1.5686, -3.0088)
H (5.5357, -0.0719, -3.5854)
H (-0.2062, 3.0091, -2.9856)
H (-2.2680, 2.8981, -4.3655)
H (-2.5242, 1.1285, -6.0677)
H (-0.7341, -0.5455, -6.3902)
H (1.2873, -0.4846, -4.9617)